(1)
{
  "formula": "C18H30AuN4O3PS4",
  "method": "the ωB97M-V functional and the def2-TZVPD basis",
  "symbols": ["Au", "S", "S", "S", "S", "P", "O", "O", "O", "N", "N", "N", "N", "C", "C", "C", "C", "C", "C", "C", "C", "C", "C", "C", "C", "C", "C", "C", "C", "C", "C", "H", "H", "H", "H", "H", "H", "H", "H", "H", "H", "H", "H", "H", "H", "H", "H", "H", "H", "H", "H", "H", "H", "H", "H", "H", "H", "H", "H", "H", "H"],
  "coordinates": [[2.152, 1.400, 0.262], [2.125, 5.617, 2.747], [1.529, 3.741, 0.596], [1.896, 1.323, 2.989], [2.419, 3.558, 4.824], [-0.388, -0.416, -0.373], [2.659, 6.144, 5.277], [4.018, 1.505, 0.128], [3.684, 0.353, -0.487], [0.338, 0.865, 0.148], [0.460, -1.827, -0.562], [-1.786, -0.704, 0.522], [-0.985, -0.186, -1.935], [1.499, -2.190, 0.385], [-1.502, 2.193, -3.501], [0.079, -2.924, -1.429], [2.417, -3.793, -1.303], [1.925, 3.963, 2.231], [1.292, -3.371, -2.245], [2.064, 2.983, 3.206], [-0.007, 0.282, -2.892], [-1.987, 0.877, 2.428], [2.449, 5.299, 4.469], [-2.085, -0.299, 3.390], [-1.839, -1.827, 1.438], [2.754, -2.650, -0.351], [-2.336, 0.178, -2.273], [-1.296, -1.470, 2.820], [-2.465, 0.476, 1.033], [-0.090, 1.796, -3.082], [-2.496, 1.689, -2.459], [1.007, -4.199, -2.897], [-1.573, 3.279, -3.589], [-2.292, 2.193, -1.513], [-1.736, 1.760, -4.477], [-1.283, -2.658, 1.006], [-0.247, -1.181, 2.724], [-3.543, 0.271, 1.051], [2.099, -4.667, -0.730], [3.495, -2.970, 0.381], [-3.522, 1.914, -2.756], [-0.277, -3.775, -0.830], [-0.734, -2.592, -2.078], [1.145, -3.003, 1.037], [0.986, -0.002, -2.530], [-3.131, -0.588, 3.519], [3.301, -4.072, -1.877], [-2.585, -0.321, -3.219], [0.638, 2.113, -3.828], [-2.265, 1.298, 0.345], [-3.005, -0.200, -1.498], [3.174, -1.811, -0.904], [-0.945, 1.195, 2.348], [-2.890, -2.132, 1.529], [-0.195, -0.219, -3.850], [1.633, -2.543, -2.869], [0.158, 2.274, -2.132], [-2.582, 1.720, 2.783], [-1.357, -2.337, 3.479], [1.717, -1.318, 1.009], [-1.691, -0.016, 4.367]],
  "nbo_charge": [1.25, 0.40, 0.14, 0.18, 0.39, 2.33, -0.50, -0.40, -0.39, -1.51, -0.83, -0.82, -0.81, -0.21, -0.40, -0.21, -0.40, -0.38, -0.41, -0.42, -0.22, -0.41, 0.21, -0.40, -0.20, -0.41, -0.21, -0.41, -0.22, -0.42, -0.41, 0.21, 0.21, 0.20, 0.19, 0.21, 0.20, 0.18, 0.19, 0.21, 0.21, 0.17, 0.23, 0.17, 0.22, 0.19, 0.21, 0.18, 0.21, 0.22, 0.22, 0.23, 0.22, 0.19, 0.18, 0.20, 0.21, 0.20, 0.21, 0.22, 0.21],
  "de_lowest_ev": 1.8494,
  "spin_multiplicity": 1
}



(2)
{
  "formula": "C49H46BrF6N3O4",
  "method": "the ωB97M-V functional and the def2-TZVPD basis",
  "symbols": ["Br", "F", "F", "F", "F", "F", "F", "O", "O", "O", "O", "N", "N", "N", "C", "C", "C", "C", "C", "C", "C", "C", "C", "C", "C", "C", "C", "C", "C", "C", "C", "C", "C", "C", "C", "C", "C", "C", "C", "C", "C", "C", "C", "C", "C", "C", "C", "C", "C", "C", "C", "C", "C", "C", "C", "C", "C", "C", "C", "C", "C", "C", "C", "H", "H", "H", "H", "H", "H", "H", "H", "H", "H", "H", "H", "H", "H", "H", "H", "H", "H", "H", "H", "H", "H", "H", "H", "H", "H", "H", "H", "H", "H", "H", "H", "H", "H", "H", "H", "H", "H", "H", "H", "H", "H", "H", "H", "H", "H"],
  "coordinates": [[-3.511, 1.078, -1.458], [3.323, 3.082, 8.255], [-2.584, 1.363, -5.897], [0.308, -4.072, -6.691], [-1.376, -0.167, -0.416], [0.573, -2.062, 5.887], [-2.875, 2.524, 6.228], [-1.000, -2.608, -3.670], [2.349, 2.204, -1.781], [-1.420, 3.352, -1.791], [3.497, -0.417, -1.274], [0.124, 1.615, -1.720], [-2.170, -1.160, -2.330], [2.743, -1.611, 0.504], [-2.636, -6.918, -6.536], [-0.085, 3.175, 0.185], [-0.091, -0.356, -3.388], [-0.123, 0.021, -4.860], [-0.757, 0.792, -2.555], [-3.614, 1.014, -6.702], [-3.117, 1.583, 2.247], [-5.703, 0.297, -8.329], [-0.769, -2.048, 2.808], [-4.619, 1.931, -6.930], [-2.995, 0.576, 3.194], [2.907, -1.828, 5.883], [4.256, 4.685, 9.698], [-5.670, 1.562, -7.757], [0.030, -0.824, -5.871], [1.334, -1.421, -1.530], [-0.565, 2.778, -1.175], [-3.157, 2.911, 2.652], [1.291, -0.914, -2.974], [0.002, -0.900, 2.918], [-0.668, -5.008, -6.635], [5.648, 3.417, 8.179], [0.771, -2.911, 1.177], [-2.393, -6.108, -5.435], [-1.880, -6.760, -7.690], [2.664, 0.124, 7.855], [6.764, 4.090, 8.654], [4.415, 3.732, 8.713], [4.036, -1.200, 6.389], [-1.090, -1.511, -3.199], [1.152, 2.827, -3.728], [-0.885, -5.795, -7.748], [-1.818, 0.069, -1.682], [1.527, -0.495, 7.357], [-2.910, 0.886, 4.544], [1.540, -1.760, 1.283], [-1.399, -5.140, -5.472], [3.917, -0.228, 7.372], [1.674, -1.460, 6.381], [-3.617, -0.249, -7.257], [1.315, 2.188, -2.375], [-0.383, -3.047, 1.930], [-3.079, 3.237, 3.999], [6.635, 5.051, 9.647], [5.382, 5.345, 10.167], [-2.955, 2.215, 4.917], [-4.678, -0.605, -8.077], [1.152, -0.760, 2.160], [2.609, -1.077, -0.796], [5.724, 2.665, 7.406], [-2.805, -0.933, -7.047], [-0.634, 2.614, 0.941], [-0.251, 4.245, 0.302], [-3.412, -7.671, -6.497], [1.839, 3.671, -3.755], [-2.810, 0.119, 5.300], [1.226, -2.506, -1.505], [-2.983, -6.227, -4.536], [0.539, -0.237, 7.714], [1.072, -3.708, 0.511], [5.012, -1.472, 6.010], [0.982, 2.977, 0.271], [-0.308, 1.058, -5.106], [-1.388, 1.357, -3.248], [0.161, -1.889, -5.744], [-6.466, 2.267, -7.953], [-4.574, 2.907, -6.467], [7.510, 5.571, 10.015], [7.739, 3.862, 8.244], [-6.526, 0.015, -8.970], [-0.970, -3.952, 1.848], [1.742, 0.144, 2.261], [-3.113, 4.264, 4.339], [0.490, -1.041, -0.965], [5.278, 6.092, 10.942], [-1.656, -2.164, 3.417], [-4.703, -1.592, -8.518], [-1.195, -4.505, -4.621], [2.570, 0.874, 8.624], [0.141, 3.174, -3.923], [4.802, 0.256, 7.765], [1.481, 2.123, -4.491], [3.269, 4.901, 10.083], [3.364, -0.962, 0.979], [0.000, -0.447, -6.886], [-0.283, -0.120, 3.612], [2.972, -2.590, 5.118], [-0.285, -5.650, -8.636], [-2.996, -1.033, -2.907], [1.460, -1.746, -3.659], [-2.063, -7.391, -8.549], [2.090, -0.200, -3.167], [-3.174, 1.334, 1.196], [-2.963, -0.459, 2.879], [-3.248, 3.698, 1.915]],
  "mulliken_charge": [-0.13, -0.27, -0.13, -0.31, -0.06, -0.35, -0.35, -0.63, -0.49, -0.50, -0.60, 0.96, -0.24, -0.31, -0.55, -1.21, 2.67, -0.76, -1.40, 0.47, -0.15, -0.61, -0.93, -0.73, -0.40, -0.36, -0.50, -0.33, -1.44, -0.05, 0.61, -0.29, -1.60, -0.51, 0.38, -0.30, 0.17, -0.48, -0.36, -0.29, -0.37, 0.36, -0.50, -0.71, -1.42, -0.55, -0.21, -0.58, -0.52, 0.22, -0.21, -0.56, 0.50, -0.32, 0.56, -1.01, -0.61, -0.57, -0.30, 0.44, -0.40, -0.59, -0.06, 0.46, 0.46, -0.01, 0.45, 0.38, 0.51, 0.46, 0.68, 0.38, 0.45, 0.53, 0.38, 0.35, 0.21, 1.37, 0.12, 0.36, 0.42, 0.37, 0.36, 0.37, 0.44, 0.41, 0.44, -0.02, 0.35, 0.68, 0.39, 0.60, 0.37, 0.32, 0.46, 0.25, 0.42, 0.39, 0.42, 0.65, 0.47, 0.43, 0.48, 0.82, 0.37, 0.59, 0.09, 0.48, 0.46],
  "smiles": "C=C[C@]1(CCC(=O)Nc2ccccc2)C(=O)N[C@](F)(Br)[C@H]1N(C(C)=O)C(C)=O.Fc1ccccc1.Fc1ccccc1.Fc1ccccc1.Fc1ccccc1.Fc1ccccc1",
  "de_lowest_ev": 0.0000,
  "spin_multiplicity": 1
}



(3)
{
  "formula": "C42H52FN3O38S",
  "method": "the ωB97M-V functional and the def2-TZVPD basis",
  "symbols": ["S", "F", "O", "O", "O", "O", "O", "O", "O", "O", "O", "O", "O", "O", "O", "O", "O", "O", "O", "O", "O", "O", "O", "O", "O", "O", "O", "O", "O", "O", "O", "O", "O", "O", "O", "O", "O", "O", "O", "O", "N", "N", "N", "C", "C", "C", "C", "C", "C", "C", "C", "C", "C", "C", "C", "C", "C", "C", "C", "C", "C", "C", "C", "C", "C", "C", "C", "C", "C", "C", "C", "C", "C", "C", "C", "C", "C", "C", "C", "C", "C", "C", "C", "C", "C", "H", "H", "H", "H", "H", "H", "H", "H", "H", "H", "H", "H", "H", "H", "H", "H", "H", "H", "H", "H", "H", "H", "H", "H", "H", "H", "H", "H", "H", "H", "H", "H", "H", "H", "H", "H", "H", "H", "H", "H", "H", "H", "H", "H", "H", "H", "H", "H", "H", "H", "H", "H"],
  "coordinates": [[5.151, -1.843, -0.728], [1.093, -1.944, 2.353], [-7.057, 3.595, -3.643], [7.381, 0.508, 2.430], [4.412, -6.026, 5.853], [0.111, -3.488, 1.200], [1.011, -0.189, -0.204], [-9.386, 0.194, 0.487], [-9.903, 2.384, 0.621], [-7.902, 1.634, 1.354], [-11.744, 6.323, -2.811], [-3.427, 4.233, -7.634], [1.632, 1.814, 7.183], [-1.542, 3.778, -6.504], [11.444, -1.381, 4.761], [-0.419, -0.639, -2.734], [-5.359, 3.001, -2.304], [1.677, 3.080, 9.050], [-4.928, 3.890, -4.333], [-10.050, 5.413, -1.653], [-4.529, 0.074, -6.652], [6.177, 1.002, 0.591], [4.887, -8.179, 6.331], [10.791, 1.778, -0.116], [11.218, 0.825, 1.882], [3.884, -7.637, 4.384], [0.225, -2.763, -2.351], [7.319, 2.612, 1.681], [-9.647, 7.107, -3.088], [-4.518, -2.788, 0.665], [1.247, 4.020, 7.044], [11.161, -0.428, 0.006], [-1.443, 4.951, -8.431], [-0.842, -2.216, -4.263], [9.398, -0.939, 5.568], [-4.974, -4.426, 2.119], [-6.637, -3.117, 1.312], [-3.817, -1.979, -7.278], [10.902, 0.729, 5.344], [-5.864, -1.721, -6.397], [1.732, -2.314, 0.113], [2.992, 1.569, 2.464], [3.877, -3.020, 2.525], [-4.325, -3.291, -7.030], [3.264, -6.440, 3.914], [8.369, 1.233, 3.177], [-4.718, -1.095, -6.765], [-6.547, 2.911, -1.518], [10.700, -0.168, -1.319], [-1.565, -1.050, -4.668], [-10.405, 6.355, -2.570], [1.918, -0.867, 0.124], [10.612, -0.418, 5.235], [-9.139, 1.488, 0.804], [-3.260, -3.259, 1.140], [0.931, -2.663, 1.204], [-3.779, 3.302, -6.608], [-3.608, -4.604, 1.717], [1.173, 2.064, 5.855], [-0.888, 0.047, -3.895], [-5.486, -3.422, 1.365], [4.168, -2.139, 1.893], [-0.295, -1.946, -3.055], [-8.160, -0.525, 0.635], [-7.394, 0.322, 1.608], [-2.625, 3.407, -5.652], [1.533, 2.980, 7.875], [-11.253, 4.875, -1.104], [-7.633, 2.867, -2.558], [-5.707, 3.531, -3.508], [1.379, 3.547, 5.705], [-5.804, -3.056, -6.890], [9.361, -2.280, 5.084], [4.447, -1.111, 0.818], [4.439, -7.361, 5.596], [10.820, -2.641, 4.998], [-12.265, 5.151, -2.183], [3.253, -0.165, 0.491], [10.915, 1.315, -1.460], [11.072, 0.733, 0.704], [4.015, -5.366, 4.651], [6.897, 1.346, 1.489], [3.098, 0.868, 1.598], [7.958, 2.661, 2.963], [-2.077, 4.378, -7.605], [-7.670, -0.591, -0.340], [-8.339, -1.529, 1.007], [9.354, 1.014, 2.762], [11.033, -3.337, 4.188], [3.396, -4.499, 4.870], [-1.569, 0.851, -3.624], [8.868, -2.290, 4.108], [1.188, -2.591, -0.723], [5.265, -0.452, 1.217], [-12.319, 4.349, -2.923], [-6.275, -3.749, -6.194], [3.557, 0.421, -0.408], [-8.555, 3.335, -2.220], [11.266, -0.746, -2.048], [-11.143, 3.813, -0.893], [-2.770, 4.189, -4.903], [-2.416, 2.466, -5.145], [2.203, -6.466, 4.175], [7.235, 3.008, 3.705], [-4.085, -3.962, -7.852], [-1.498, -0.904, -5.745], [-3.559, -5.405, 0.977], [10.176, 1.787, -2.104], [-4.728, 3.572, -6.147], [-6.319, 0.286, 1.439], [2.377, 3.795, 5.337], [11.205, -3.056, 5.932], [-6.329, -3.104, -7.847], [5.172, -3.193, -0.534], [-3.869, 2.309, -7.049], [4.907, -5.037, 4.116], [-6.616, 3.793, -0.879], [-2.615, -1.172, -4.391], [0.638, 4.009, 5.055], [3.359, -6.351, 2.833], [-3.872, -3.676, -6.113], [-7.853, 1.849, -2.893], [-2.540, -3.319, 0.327], [-6.530, 2.021, -0.892], [8.806, 3.343, 2.951], [0.120, 1.778, 5.786], [8.808, -2.924, 5.766], [-2.982, -4.870, 2.566], [-11.481, 5.399, -0.173], [-7.599, 0.057, 2.647], [11.914, 1.561, -1.827], [-2.883, -2.566, 1.895], [-13.262, 5.334, -1.786], [8.353, 0.946, 4.226], [1.745, 1.487, 5.131], [9.645, -0.447, -1.387], [-0.034, 0.470, -4.426]],
  "mulliken_charge": [-0.25, -0.19, -0.33, -0.35, -0.35, -0.54, -0.47, -0.33, -0.53, -0.35, -0.32, -0.39, -0.32, -0.39, -0.32, -0.25, -0.35, -0.51, -0.54, -0.32, -0.48, -0.65, -0.51, -0.31, -0.61, -0.34, -0.69, -0.34, -0.52, -0.29, -0.33, -0.31, -0.54, -0.39, -0.32, -0.34, -0.50, -0.30, -0.53, -0.31, 0.22, -0.43, -0.27, -0.29, -0.25, 0.58, 0.60, 0.04, -0.29, -0.15, 0.64, -0.44, 0.73, 0.56, 0.05, 0.51, 0.04, -0.37, -0.15, -0.14, 0.54, -0.33, 0.53, -0.18, -0.30, 0.32, 0.64, -0.05, 0.08, 0.50, -0.29, -0.33, -0.22, 1.41, 0.57, -0.38, -0.43, 0.57, -0.32, 0.66, -0.13, 0.62, -0.10, -0.43, 0.60, 0.22, 0.36, -0.37, 0.31, 0.29, 0.15, 0.19, 0.41, -0.61, 0.28, 0.30, 0.61, -0.07, 0.30, 0.18, 0.28, -0.19, 0.24, 0.29, 0.31, 0.34, 0.29, 0.30, 0.25, 0.24, 0.24, 0.27, 0.27, 0.19, 0.15, 0.23, 0.28, 0.07, 0.31, 0.25, 0.22, 0.28, 0.14, -0.04, 0.32, 0.25, 0.31, 0.28, 0.25, 0.36, 0.28, 0.19, 0.32, 0.26, 0.15, 0.23, 0.32],
  "spin_multiplicity": 1
}



(4)
{
  "formula": "CH4N2O2S",
  "method": "the ωB97M-V functional and the def2-TZVPD basis",
  "symbols": ["S", "O", "O", "N", "N", "C", "H", "H", "H", "H"],
  "coordinates": [[-1.191, -0.293, -0.393], [-2.230, -1.273, -0.328], [-0.950, 0.353, -1.671], [0.374, -0.540, 0.554], [-0.805, 0.432, 0.979], [1.364, 0.277, -0.121], [1.833, 0.678, 0.668], [1.983, -0.462, -0.612], [0.868, 0.934, -0.717], [-1.246, -0.107, 1.640]],
  "nbo_charge": [2.27, -0.87, -0.87, -0.40, -0.71, -0.44, 0.20, 0.22, 0.21, 0.38],
  "smiles": "CN1NS1(=O)=O",
  "de_lowest_ev": 3.8461,
  "spin_multiplicity": 1
}



(5)
{
  "formula": "C5H24O11",
  "method": "the ωB97M-V functional and the def2-TZVPD basis",
  "symbols": ["O", "O", "O", "O", "O", "O", "O", "O", "O", "O", "O", "C", "C", "C", "C", "C", "H", "H", "H", "H", "H", "H", "H", "H", "H", "H", "H", "H", "H", "H", "H", "H", "H", "H", "H", "H", "H", "H", "H", "H"],
  "coordinates": [[1.196, 4.085, 2.543], [1.749, -3.495, 1.503], [3.571, -1.388, 1.257], [-2.224, 2.529, -0.939], [2.075, 0.781, 2.104], [2.998, -0.647, -1.453], [-0.387, 0.320, -3.350], [0.063, 1.209, 1.458], [-3.713, -0.017, -0.830], [-2.995, 1.256, 2.082], [-2.522, -1.989, -3.869], [-0.444, -1.072, 0.168], [-0.686, 0.034, -2.181], [0.830, -0.919, 1.000], [-0.233, -1.121, -1.382], [1.006, 0.491, 1.471], [-0.831, -1.983, -1.836], [-2.497, -1.127, -4.330], [-1.714, -1.925, -3.391], [1.075, 3.213, 2.229], [1.435, -4.334, 1.942], [3.032, 0.694, 1.962], [1.779, -1.347, 0.666], [2.760, 0.283, -1.287], [4.358, -1.420, 0.705], [0.569, -1.583, 1.845], [3.406, -2.379, 1.395], [1.804, -3.603, 0.670], [-1.529, 0.566, -1.697], [0.788, -1.347, -1.546], [2.698, -0.654, -2.375], [-0.914, -1.957, 0.452], [-1.244, -0.178, 0.458], [-2.947, 1.526, 3.013], [-3.478, 0.780, -1.229], [-2.151, 3.382, -0.989], [0.330, 4.410, 2.819], [-2.070, 0.918, 2.010], [-2.326, 2.284, -0.075], [-3.650, 0.170, 0.083]],
  "nbo_charge": [-0.95, -0.94, -0.97, -0.93, -0.72, -0.94, -0.57, -0.64, -0.94, -0.97, -0.92, -0.38, 0.43, -0.58, -0.54, 0.82, 0.23, 0.47, 0.45, 0.48, 0.49, 0.56, 0.28, 0.47, 0.48, 0.26, 0.50, 0.46, 0.15, 0.23, 0.48, 0.21, 0.22, 0.48, 0.47, 0.46, 0.47, 0.49, 0.48, 0.47],
  "smiles": "O=CCCCC(=O)O.O.O.O.O.O.O.O.O",
  "de_lowest_ev": 1.3757,
  "spin_multiplicity": 1
}



(6)
{
  "formula": "H14O7",
  "method": "the ωB97M-V functional and the def2-TZVPD basis",
  "symbols": ["O", "O", "O", "O", "O", "O", "O", "H", "H", "H", "H", "H", "H", "H", "H", "H", "H", "H", "H", "H", "H"],
  "coordinates": [[19.283, 9.132, 23.584], [17.246, 11.209, 26.103], [20.922, 12.544, 25.078], [20.634, 7.945, 26.300], [18.514, 14.097, 28.182], [20.228, 11.605, 29.092], [19.859, 10.588, 26.789], [18.727, 13.148, 28.143], [20.312, 12.586, 24.245], [16.758, 11.994, 26.386], [20.219, 11.152, 25.916], [20.464, 8.880, 26.304], [18.593, 9.547, 23.935], [20.027, 11.248, 28.176], [18.964, 10.770, 26.518], [19.386, 14.587, 28.317], [21.076, 13.470, 25.135], [20.966, 7.815, 25.409], [20.230, 10.886, 29.704], [19.203, 9.160, 22.626], [16.998, 11.320, 25.232]],
  "nbo_charge": [-0.92, -0.93, -0.93, -0.96, -0.97, -1.01, -0.98, 0.49, 0.47, 0.49, 0.51, 0.48, 0.45, 0.49, 0.49, 0.48, 0.49, 0.46, 0.47, 0.47, 0.46],
  "smiles": "O.O.O.O.O.O.O",
  "de_lowest_ev": 2.7170,
  "spin_multiplicity": 1
}



E (computed, a.u.): -3218.2337 -5533.2263 -5153.1778 -698.5340 -1032.4429 -535.0240